{
  "formula": "CH4OP2",
  "method": "ωB97M-V/def2-TZVPD",
  "homo_ev": [-7.0154, -10.3757],
  "gap_ev": [7.54, 8.88],
  "e_above_lowest_ev": 1.8788,
  "e_tot_ev": -21722.3005,
  "total_charge": 0,
  "multiplicity": 3,
  "elements": ["C", "O", "P", "P", "H", "H", "H", "H"],
  "xyz": [[0.8779, -0.8241, 0.2021], [1.0613, -1.9590, 0.3056], [-2.1220, -0.1844, -0.0696], [2.0831, 0.5465, -0.0018], [-1.7470, 0.0880, -1.3725], [-2.1025, -1.5662, -0.2634], [0.9527, 1.5840, -0.1519], [2.1345, 0.0072, -1.3256]],
  "nbo_charge": [0.236, -0.476, 0.114, 0.208, -0.062, -0.051, 0.013, 0.019]
}